{
  "formula": "C16H17Cl21N2",
  "method": "ωB97M-V with the def2-TZVPD basis set",
  "smiles": "C#CCCC[C@@H](C#N)CC#N.ClC(Cl)Cl.ClC(Cl)Cl.ClC(Cl)Cl.ClC(Cl)Cl.ClC(Cl)Cl.ClC(Cl)Cl.ClC(Cl)Cl",
  "gap_ev": 9.92,
  "max_force_ha_per_bohr": 0.1529,
  "homo_energy_ev": -9.764,
  "species": ["Cl", "Cl", "Cl", "Cl", "Cl", "Cl", "Cl", "Cl", "Cl", "Cl", "Cl", "Cl", "Cl", "Cl", "Cl", "Cl", "Cl", "Cl", "Cl", "Cl", "Cl", "N", "N", "C", "C", "C", "C", "C", "C", "C", "C", "C", "C", "C", "C", "C", "C", "C", "C", "H", "H", "H", "H", "H", "H", "H", "H", "H", "H", "H", "H", "H", "H", "H", "H", "H"],
  "coordinates": [[-0.73380, -4.32242, -0.73079], [0.06457, -5.40619, -6.22807], [-3.58193, -0.15159, 3.88243], [-3.59592, 8.99052, 7.91756], [-6.44006, 4.08936, 5.96888], [-4.22900, 4.48177, 4.11640], [2.01849, -5.18700, -1.11920], [-2.38579, 1.42987, -1.44657], [-6.08047, 1.28631, 3.49281], [-6.72800, 5.92336, 3.72728], [2.30848, -7.24617, -6.44786], [-5.79139, -0.54486, 5.73510], [-0.14953, 2.29888, 0.20233], [-5.82921, 8.12430, 6.26483], [5.83447, -1.33303, 1.45944], [3.30952, -1.55247, 2.88919], [1.37620, -3.29587, 0.99044], [2.23011, -5.29813, -4.28787], [5.12398, -3.82466, 2.78415], [-5.96342, 7.84105, 9.15787], [-2.51457, 1.14591, 1.44698], [4.54142, -3.40332, -5.87089], [4.21839, 1.53446, -5.30939], [-4.96079, 0.61410, 4.68634], [-0.09850, -0.73597, -3.78425], [1.80401, -5.61652, -5.97591], [0.80232, -4.69236, 0.06738], [4.57959, -1.74486, -3.58828], [-5.35540, 8.82673, 7.81979], [-1.91037, 2.13239, 0.10720], [0.14529, -0.79089, -2.17041], [4.74354, -2.66733, -4.90770], [5.00467, -2.05985, 2.84404], [-0.01897, -0.59018, -5.10157], [-5.60778, 5.24853, 4.92098], [1.63028, -1.42997, -1.91589], [3.91457, 0.53352, -4.67026], [3.36649, -0.69744, -3.79844], [2.72712, -0.29215, -2.37146], [0.30505, -0.32665, -6.18322], [-0.66132, -1.46608, -1.70893], [5.57722, -1.15980, -3.46637], [4.44497, -2.39309, -2.62712], [-5.23373, 6.06443, 5.54055], [0.17034, 0.26372, -1.71157], [-5.79739, 9.81972, 7.89636], [-4.58765, 1.43044, 5.30464], [2.27143, 0.76153, -2.42391], [3.56507, -0.27334, -1.57780], [5.49074, -1.71374, 3.75571], [2.54493, -1.22273, -4.40726], [1.73462, -2.32034, -2.65602], [2.33149, -4.89847, -6.60373], [0.63952, -5.51911, 0.75819], [-2.35335, 3.12492, 0.18483], [1.78946, -1.78924, -0.83098]],
  "forces_ev_per_a": [[0.1, -0.1, 0.1], [0.2, 0.0, 0.0], [-0.2, -0.2, 0.5], [-0.2, 0.0, 0.0], [0.1, 0.1, 0.0], [0.0, 0.0, 0.1], [-0.1, 0.0, 0.3], [-0.1, 0.2, 0.1], [0.1, -0.1, 0.1], [0.1, 0.0, 0.2], [0.0, 0.2, 0.0], [0.1, 0.1, -0.1], [-0.1, 0.1, 0.0], [-0.1, 0.5, 0.2], [-0.1, 0.0, 0.1], [0.2, 0.1, 0.2], [-0.1, -0.5, 0.2], [-0.1, 0.0, -0.3], [0.0, 0.2, 0.0], [0.0, 0.1, -0.2], [0.2, 0.4, -0.4], [1.6, 4.8, 6.0], [-1.8, -6.3, 4.0], [-0.1, 0.1, 0.0], [1.4, 1.4, -6.0], [0.1, 0.0, -0.1], [-0.1, 0.0, -0.1], [1.1, -0.2, -0.9], [0.1, 0.0, 0.2], [-0.1, -0.1, 0.0], [0.5, -0.8, -1.2], [-2.3, -3.1, -3.2], [0.0, -0.1, 0.0], [0.5, -0.3, 7.0], [0.1, -0.2, 0.0], [-0.1, 0.7, -1.4], [0.4, 4.0, -2.1], [0.4, 0.1, -0.6], [0.4, -0.4, 0.3], [-1.1, -0.8, 2.5], [1.2, 1.2, -0.6], [-1.8, -1.1, -0.2], [0.0, 0.9, -2.0], [-0.1, -0.5, -0.3], [-0.5, -1.7, -1.0], [0.1, -0.3, -0.1], [-0.1, -0.2, -0.2], [0.6, -1.7, 0.0], [-1.2, 0.1, -1.3], [-0.1, -0.1, -0.2], [1.3, 1.0, 0.8], [-0.1, 1.2, 1.5], [-0.1, -0.2, 0.2], [0.1, 0.2, -0.2], [0.1, -0.2, 0.0], [-0.4, 0.9, -2.0]],
  "nbo_charge": [0.02, 0.01, 0.02, 0.02, 0.01, 0.01, 0.02, 0.02, 0.02, 0.02, 0.02, 0.02, 0.01, 0.01, 0.02, 0.02, 0.02, 0.00, 0.02, 0.03, 0.02, -0.35, -0.32, -0.28, -0.04, -0.28, -0.28, -0.49, -0.28, -0.28, -0.46, 0.29, -0.28, -0.31, -0.29, -0.43, 0.27, -0.30, -0.41, 0.28, 0.25, 0.26, 0.27, 0.24, 0.25, 0.23, 0.23, 0.24, 0.22, 0.23, 0.29, 0.22, 0.25, 0.24, 0.23, 0.24]
}